Entry 1:
Here is the molecule C5H7N at a distorted geometry from OMol25. Energies are from ωB97M-V/def2-TZVPD.

```
13
C5H7N (ωB97M-V/def2-TZVPD)
N -0.9165 -0.0628 -1.2601
C -1.8039 0.0530 -0.3195
C -1.0416 -0.1760 0.9744
C 0.4466 -0.3671 0.6512
C 1.1725 0.7789 -0.0116
C 0.6052 -0.3483 -0.8238
H -1.4715 -1.0595 1.4665
H -1.2266 0.6670 1.6528
H 1.0155 -1.0616 1.2599
H 2.2504 0.8499 0.1288
H 0.6649 1.7394 -0.0758
H -0.9457 0.0284 -2.2596
H 1.2506 -1.0414 -1.3832
```

Output
E: -249.3629 hartree
Orbital gap: 9.208 eV
Max |F|: 3.601 eV Å⁻¹
Net charge: 0
M: 81.12 g mol⁻¹
HOMO: -8.15 eV
Relative energy (zero: lowest compared OMol25 entry of this formula, charge and spin): 289.66 kJ/mol


Entry 2:
Here is a cluster of 2 separate species, C2H5Br2OPS in total at a distorted geometry from OMol25. Energies are from ωB97M-V/def2-TZVPD.

```
12
C2H5Br2OPS (ωB97M-V/def2-TZVPD)
C 0.4176 1.2239 -0.5562
C 0.9564 0.4474 0.6221
O 0.7312 -0.8851 0.3806
P -0.7403 -1.6768 0.2849
S -0.4278 -3.5460 0.5204
Br -1.8464 -0.3624 1.7359
Br -2.6754 -0.9396 -2.6293
H 1.0200 2.1476 -0.8125
H 0.6165 0.6551 -1.4834
H -0.5803 1.6435 -0.2487
H 0.4542 0.6735 1.5564
H 2.0742 0.6188 0.6298
```

Output
E: -6041.9549 hartree
Orbital gap (alpha / beta): 5.186 / 5.185 eV
Max |F|: 4.393 eV Å⁻¹
Net charge: 0
M: 267.91 g mol⁻¹
HOMO (alpha / beta): -9.18 / -9.18 eV
Relative energy (zero: lowest compared OMol25 entry of this formula, charge and spin): 312.94 kJ/mol


Entry 3:
Here is a structure of composition C47H36CdPSSb from OMol25. Energies are from ωB97M-V/def2-TZVPD.

```
87
C47H36CdPSSb (ωB97M-V/def2-TZVPD)
Cd -0.4354 0.7147 0.2418
C 6.4740 -2.2417 -1.2613
C 5.9921 -1.0846 -1.8553
C 4.8139 -0.4983 -1.4059
C 4.0912 -1.0625 -0.3573
C 4.5760 -2.2409 0.2168
C 5.7578 -2.8199 -0.2190
P 2.4457 -0.4249 0.1776
C 2.3775 1.2064 -0.6166
C 3.1993 2.2376 -0.3167
C 3.1912 3.5402 -1.0865
C 2.0088 3.5707 -2.0424
C 1.2119 2.5097 -2.2905
C 1.3279 1.2712 -1.5861
C 2.7672 -0.0690 1.9468
C 4.0331 -0.0108 2.4638
C 4.2501 0.2109 3.8427
C 3.1869 0.3486 4.6842
C 1.8578 0.2908 4.1905
C 0.7518 0.4080 5.0679
C -0.5189 0.3487 4.5773
C -0.7422 0.2124 3.1859
C 0.2867 0.1084 2.2785
C 1.6216 0.1155 2.7994
H 7.3976 -2.6912 -1.6062
H 6.5396 -0.6264 -2.6708
H 4.4487 0.4135 -1.8626
H 4.0167 -2.7033 1.0235
H 6.1193 -3.7272 0.2508
H 3.9354 2.1315 0.4765
H 4.1260 3.6374 -1.6752
H 1.8541 4.4965 -2.5895
H 0.4215 2.6218 -3.0272
H 0.8799 0.3647 -1.9799
H 4.8916 -0.1475 1.8153
H 5.2638 0.2618 4.2240
H 3.3415 0.5104 5.7467
H 0.9374 0.5553 6.1274
H -1.3655 0.4488 5.2486
H -1.7677 0.2391 2.8266
C -2.4166 1.5474 0.0570
C -3.5700 0.8768 -0.3386
C -3.5167 -0.2808 -1.2013
C -4.6374 -0.9103 -1.6802
C -5.9353 -0.4832 -1.3473
C -6.0290 0.6109 -0.4862
C -4.9181 1.2654 0.0112
H -2.5330 -0.6551 -1.4801
H -4.5113 -1.7716 -2.3322
H -6.8153 -0.9936 -1.7185
H -7.0135 0.9647 -0.1860
H -5.0562 2.1048 0.6821
S -2.6017 2.8679 1.2724
Sb -0.6694 4.0852 0.5082
C -1.5744 4.9031 -1.2790
C -2.8719 4.5635 -1.6541
C -3.4391 5.1218 -2.7931
C -2.7219 6.0237 -3.5701
C -1.4227 6.3563 -3.2133
C -0.8522 5.7870 -2.0795
C -1.1360 5.8284 1.7277
C -1.6109 5.6632 3.0300
C -1.8826 6.7620 3.8367
C -1.6790 8.0496 3.3579
C -1.1989 8.2287 2.0680
C -0.9279 7.1267 1.2655
C 3.1931 4.7772 -0.1915
C 2.7784 4.7326 1.1358
C 2.7229 5.8877 1.9058
C 3.0855 7.1122 1.3615
C 3.5203 7.1680 0.0432
C 3.5770 6.0085 -0.7179
H -3.4292 3.8481 -1.0587
H -4.4462 4.8403 -3.0781
H -3.1694 6.4559 -4.4581
H -0.8500 7.0489 -3.8199
H 0.1747 6.0299 -1.8260
H -1.7823 4.6643 3.4152
H -2.2584 6.6106 4.8421
H -1.8964 8.9071 3.9840
H -1.0341 9.2293 1.6842
H -0.5499 7.2893 0.2621
H 2.4870 3.7774 1.5577
H 2.3727 5.8326 2.9294
H 3.0209 8.0150 1.9564
H 3.8103 8.1171 -0.3930
H 3.9182 6.0531 -1.7480
```

Output
E: -2960.0404 hartree
Orbital gap: 3.894 eV
Max |F|: 0.559 eV Å⁻¹
Net charge: -2
M: 898.02 g mol⁻¹
HOMO: 0.39 eV
Relative energy (zero: lowest compared OMol25 entry of this formula, charge and spin): 0.00 kJ/mol


Entry 4:
Here is the molecule C5H7NO at a distorted geometry from OMol25. Energies are from ωB97M-V/def2-TZVPD.

```
14
C5H7NO (ωB97M-V/def2-TZVPD)
C 1.0253 -1.3712 0.1334
C -0.2051 -0.9227 -0.0536
C 2.3862 -0.7599 -0.0663
C -2.6516 -0.2463 -0.2425
C 1.6046 1.4320 0.1331
N -1.3434 -0.8746 -0.4766
O 2.5212 0.4754 -0.1069
H 1.2113 -2.3603 0.7490
H -3.4270 -0.9971 -0.5725
H -2.6558 0.0250 0.8094
H -2.5962 0.5928 -0.9286
H 1.0156 1.6497 -0.7541
H 0.9481 1.0168 0.9498
H 2.1669 2.3403 0.4265
```

Output
E: -324.4542 hartree
Orbital gap (alpha / beta): 6.395 / 8.160 eV
Max |F|: 6.058 eV Å⁻¹
Net charge: 0
M: 97.12 g mol⁻¹
HOMO (alpha / beta): -5.58 / -8.55 eV
Spin multiplicity: 3
Relative energy (zero: lowest compared OMol25 entry of this formula, charge and spin): 245.90 kJ/mol


Entry 5:
Here is a cluster of 6 separate species, C26H40N2O16 in total at a distorted geometry from OMol25. Energies are from ωB97M-V/def2-TZVPD.

```
84
C26H40N2O16 (ωB97M-V/def2-TZVPD)
N -2.2299 2.5788 1.8329
C -1.8206 2.8207 0.5453
C -0.2788 2.9679 0.0128
C 0.7131 3.8605 0.9646
C 2.3622 3.6070 0.8248
N 3.1416 4.9331 0.8921
C 2.0806 5.9040 1.4539
O 2.2506 6.8464 2.4194
C 0.7271 5.4698 0.6330
H -1.3545 2.5228 2.3987
H -2.6775 2.9310 -0.2799
H -0.3393 3.5440 -1.0335
H 0.1399 1.9016 -0.2392
H 0.5966 3.8287 2.1334
H 2.7357 3.0276 1.7893
H 2.6892 2.8727 -0.0578
H 3.1909 5.1352 -0.1415
H 0.9478 5.5893 -0.5163
H -0.3184 5.9010 0.9504
C -4.0654 -0.8633 -4.0308
C -2.7947 -0.4462 -3.3188
C -3.0022 -0.0414 -1.8908
O -1.9072 0.8298 -1.6640
C -1.5908 1.3737 -2.8781
O -0.8193 2.3049 -3.0373
O -2.2584 0.7379 -3.8873
H -3.9057 -0.9000 -5.1140
H -4.4002 -1.8474 -3.6897
H -4.8737 -0.1445 -3.8580
H -2.0362 -1.2331 -3.4129
H -2.9699 -0.8916 -1.2043
H -3.9287 0.5198 -1.7242
C -3.3994 1.8714 5.1655
C -2.6213 0.9815 6.1132
C -1.3488 0.4414 5.5341
O -1.1582 -0.7460 6.2846
C -2.4032 -1.1638 6.6660
O -2.6431 -2.2488 7.1690
O -3.3420 -0.2056 6.4034
H -4.4198 2.0264 5.5330
H -2.9126 2.8448 5.0539
H -3.4901 1.4150 4.1738
H -2.4472 1.5048 7.0615
H -0.5046 1.1233 5.6659
H -1.4294 0.1699 4.4753
C -4.1142 -1.4781 3.6860
C -5.2318 -1.0978 2.7364
C -6.4494 -1.9640 2.8517
O -7.0274 -1.8416 1.5631
C -5.9970 -1.5814 0.7026
O -6.0925 -1.5969 -0.5133
O -4.8461 -1.3071 1.3872
H -3.1767 -0.9939 3.3912
H -4.3555 -1.1850 4.7121
H -3.9272 -2.5573 3.6702
H -5.4761 -0.0345 2.8511
H -7.1419 -1.6148 3.6222
H -6.2204 -3.0213 3.0271
C 4.2841 -1.7021 -1.7518
C 4.3490 -0.3722 -1.0288
C 5.5827 -0.1913 -0.1972
O 5.1505 0.7384 0.7817
C 3.8033 0.5508 0.9220
O 3.1257 1.0471 1.8066
O 3.3197 -0.2705 -0.0578
H 3.2719 -1.8871 -2.1278
H 4.9830 -1.7248 -2.5933
H 4.5252 -2.5333 -1.0804
H 4.2150 0.4499 -1.7426
H 6.4210 0.2117 -0.7715
H 5.9043 -1.1054 0.3148
C 4.3323 -3.8906 -7.1479
C 5.4419 -3.9227 -6.1168
C 6.0236 -5.2854 -5.8911
O 6.5252 -5.1820 -4.5693
C 5.7521 -4.2482 -3.9366
O 5.7745 -4.0321 -2.7363
O 4.9483 -3.5941 -4.8279
H 3.7796 -2.9465 -7.0897
H 4.7342 -4.0027 -8.1592
H 3.6041 -4.6905 -6.9752
H 6.2145 -3.1876 -6.3740
H 6.8274 -5.5206 -6.5937
H 5.2791 -6.0893 -5.9146
```

Output
E: -2327.9713 hartree
Orbital gap: 9.684 eV
Max |F|: 9.424 eV Å⁻¹
Net charge: 0
SMILES: [H]/N=C\C[C@H]1CNC(=O)C1.C[C@@H]1COC(=O)O1.C[C@@H]1COC(=O)O1.C[C@@H]1COC(=O)O1.C[C@@H]1COC(=O)O1.C[C@@H]1COC(=O)O1
M: 636.60 g mol⁻¹
HOMO: -9.41 eV


Entry 6:
Here is a structure of composition C4H8ClOP at a distorted geometry from OMol25. Energies are from ωB97M-V/def2-TZVPD.

```
15
C4H8ClOP (ωB97M-V/def2-TZVPD)
C 1.0250 0.1871 -0.6463
C 0.4385 0.1281 0.7299
C 2.0116 0.9579 -1.0274
C -1.0837 0.2801 0.6303
O -3.5470 -0.4894 -0.1885
P -2.0628 -0.9289 -0.4827
Cl -1.5822 1.8355 -0.2203
H -1.9706 -2.0852 0.5537
H 0.8547 -0.5379 -1.4921
H 0.7142 -0.8554 1.0975
H 0.9426 0.9436 1.2485
H 2.4866 0.7902 -2.1032
H 2.3225 1.7504 -0.2558
H -1.5660 0.1984 1.6557
H -3.7186 0.3603 -0.6946
```

Output
E: -1033.9358 hartree
Orbital gap: 9.748 eV
Max |F|: 3.997 eV Å⁻¹
Net charge: 0
M: 138.53 g mol⁻¹
HOMO: -9.01 eV
Relative energy (zero: lowest compared OMol25 entry of this formula, charge and spin): 260.17 kJ/mol


> Which value of net charge does entry 1 give?

0